No. 1
This record from the OMol25 dataset describes a 2-piece molecular cluster, C2H3ClO2S overall at a distorted geometry. The level of theory is wB97M-V/def2-TZVPD.

Calculated values
Orbital gap (alpha / beta) (eV): 7.4 / 7.4
DFT total energy (eV): -29572.75047
ΔE to the lowest compared entry with this formula, charge and spin (kJ/mol): 189.49
Max |F| (eV/Å): 3.4

Last column: Löwdin charge in e.
Geometry (Å):
C  1.090  0.231  -0.268  -0.44
C  -0.755  -1.230  -0.143  0.04
O  2.079  -0.244  -0.673  0.19
O  -0.109  0.070  0.030  -0.06
S  1.172  2.815  0.475  0.04
Cl  -0.722  2.932  1.111  -0.07
H  -0.006  -2.013  -0.256  0.10
H  -1.392  -1.171  -1.024  0.11
H  -1.358  -1.389  0.748  0.10

***

No. 2
This record from the OMol25 dataset describes a 2-piece molecular cluster, C4H9NO2 overall. The level of theory is wB97M-V/def2-TZVPD.

Calculated values
Orbital gap (eV): 9.6
DFT total energy (eV): -9876.74157
ΔE to the lowest compared entry with this formula, charge and spin (kJ/mol): 320.24
Max |F| (eV/Å): 0.7

Last column: Löwdin charge in e.
Geometry (Å):
N  2.318  -2.091  1.832  0.05
C  1.674  -1.077  1.253  -0.24
O  0.359  -1.298  1.414  -0.04
C  0.403  1.482  -0.114  -0.02
C  -0.908  1.369  -0.332  -0.17
C  -1.502  0.471  -1.380  -0.29
O  -2.231  1.279  -2.288  -0.07
H  1.859  -2.867  2.303  0.10
H  3.322  -2.085  1.803  0.08
H  0.792  2.133  0.666  0.07
H  1.141  0.918  -0.686  0.06
H  -0.088  -0.541  1.003  0.03
H  -1.624  1.961  0.243  0.11
H  -0.697  -0.082  -1.889  0.12
H  -2.167  -0.268  -0.899  0.12
H  -2.653  0.696  -2.930  0.09

***

No. 3
This record from the OMol25 dataset describes C12H12F6N2O5PdS2 as an isolated structure at a distorted geometry. The level of theory is wB97M-V/def2-TZVPD.

Calculated values
Orbital gap (alpha / beta) (eV): 5.5 / 5.5
DFT total energy (eV): -67286.89799
Charge: +2
Max |F| (eV/Å): 6.6

Last column: Löwdin charge in e.
Geometry (Å):
Pd  -0.321  0.405  -0.262  0.90
F  3.081  2.855  2.382  0.18
C  1.862  3.208  2.743  -0.68
F  1.632  2.864  3.987  0.20
F  1.683  4.488  2.571  0.22
S  0.696  2.154  1.677  0.64
O  0.841  2.467  0.272  -0.32
O  1.063  0.776  1.909  -0.31
N  -0.768  2.444  2.212  -0.26
S  -1.874  1.604  1.473  0.65
O  -1.641  0.166  1.568  -0.35
O  -1.946  1.940  0.059  -0.34
C  -3.494  2.061  2.339  -0.68
F  -4.431  1.236  1.923  0.19
F  -3.787  3.293  2.007  0.20
F  -3.321  1.941  3.632  0.21
O  -0.344  2.525  -2.330  0.24
N  -0.049  1.418  -2.159  0.17
C  -2.227  -3.333  -1.514  0.02
C  -1.271  -2.231  -1.688  -0.17
C  -1.323  -1.507  -2.977  0.00
C  -0.387  -1.957  -0.633  -0.01
C  0.970  -1.407  -0.600  -0.28
C  1.649  -1.487  0.666  0.02
C  2.973  -1.113  0.787  0.00
C  3.701  -0.722  -0.338  0.06
C  3.084  -0.695  -1.592  0.00
C  1.753  -1.033  -1.738  0.00
H  -3.257  -2.970  -1.586  0.14
H  -2.117  -3.879  -0.580  0.11
H  -2.128  -4.021  -2.361  0.14
H  -2.206  -1.798  -3.543  0.11
H  -0.460  -1.739  -3.606  0.12
H  -1.330  -0.419  -2.836  0.07
H  -0.636  -2.480  0.295  0.14
H  1.130  -1.910  1.521  0.15
H  3.443  -1.134  1.759  0.14
H  4.751  -0.485  -0.255  0.14
H  3.674  -0.426  -2.455  0.13
H  1.331  -1.098  -2.729  0.11

***

No. 4
This record from the OMol25 dataset describes a 5-piece molecular cluster, C4H18NO6 overall at a distorted geometry. The level of theory is wB97M-V/def2-TZVPD.

Calculated values
Orbital gap (eV): 6.8
DFT total energy (eV): -18215.37330
ΔE to the lowest compared entry with this formula, charge and spin (kJ/mol): 139.59
Charge: -1
Max |F| (eV/Å): 2.1

Last column: Löwdin charge in e.
Geometry (Å):
C  0.794  1.681  0.552  -0.52
O  2.015  2.173  0.619  -0.29
C  0.703  0.301  1.265  -0.36
C  -0.588  -0.479  0.988  -0.34
C  -1.846  0.322  0.736  -0.05
O  -0.324  -1.404  -0.120  -0.13
N  0.852  0.459  2.713  0.04
H  0.418  1.526  -0.552  0.05
H  -0.126  2.262  0.853  0.10
H  1.559  -0.263  0.919  0.12
H  -0.806  -1.270  1.706  0.14
H  -1.992  0.967  1.596  0.08
H  -1.763  0.908  -0.182  0.06
H  -2.755  -0.263  0.579  0.08
H  0.075  -0.986  -0.898  0.06
H  0.211  1.141  3.102  0.06
H  1.795  0.806  2.856  0.06
H  -2.502  -1.453  -2.406  0.02
H  -1.765  -2.108  -1.250  0.01
O  -2.126  -2.301  -2.142  -0.08
H  1.703  -0.134  -2.894  0.05
H  2.099  0.493  -1.518  0.05
O  1.624  -0.238  -1.942  -0.04
H  -0.828  2.768  -2.311  0.03
H  -0.318  1.393  -1.776  -0.02
O  -0.913  1.821  -2.435  -0.10
H  2.065  -2.377  1.164  0.02
H  0.975  -2.656  0.189  0.00
O  1.761  -3.088  0.588  -0.09

***

No. 5
This record from the OMol25 dataset describes C11H26N4O7SYb as an isolated structure at a distorted geometry. The level of theory is wB97M-V/def2-TZVPD.

Calculated values
Orbital gap (alpha / beta) (eV): 3.2 / 3.1
DFT total energy (eV): -74471.95460
⟨S²⟩: 0.7515
ΔE to the lowest compared entry with this formula, charge and spin (kJ/mol): 385.23
Multiplicity: 2
Charge: +1
Max |F| (eV/Å): 2.7

Last column: Löwdin charge in e.
Geometry (Å):
O  -0.632  0.144  -3.122  -0.17
H  -0.171  0.882  -3.573  0.06
Yb  -0.476  -0.649  -0.752  1.71
N  -2.368  0.893  -0.499  -0.18
N  -0.086  1.865  -0.597  -0.13
N  0.555  -2.869  -0.272  -0.18
N  1.903  -0.695  0.014  -0.11
O  -3.336  0.356  0.111  -0.08
O  -0.088  -3.954  -0.561  -0.19
O  2.598  0.435  0.375  -0.09
O  1.104  2.373  -0.475  -0.13
C  -1.068  2.820  -0.738  -0.26
C  -2.367  2.272  -0.706  -0.27
C  1.732  -3.019  0.386  -0.28
C  2.507  -1.808  0.482  -0.26
C  -3.625  3.015  -0.936  -0.02
H  -3.885  2.999  -2.010  0.10
H  -3.490  4.064  -0.638  0.08
H  -4.455  2.563  -0.370  0.09
C  -0.727  4.256  -0.932  -0.01
H  -0.073  4.367  -1.807  0.10
H  -0.172  4.638  -0.066  0.10
H  -1.615  4.879  -1.084  0.08
C  2.214  -4.353  0.876  -0.03
C  3.889  -1.854  1.056  0.00
H  1.459  -5.123  0.649  0.08
H  2.386  -4.334  1.968  0.09
H  3.161  -4.624  0.371  0.09
H  4.326  -0.853  1.016  0.08
H  4.504  -2.552  0.465  0.10
H  3.892  -2.223  2.095  0.10
H  -1.187  -3.131  -1.454  0.03
H  2.006  1.217  0.085  0.03
C  1.488  -0.164  -3.575  0.13
H  1.352  -0.726  -4.497  0.03
H  1.789  -0.695  -2.643  0.01
H  1.735  0.896  -3.599  0.03
O  -1.637  -2.267  -1.746  -0.16
H  -1.579  0.377  -3.197  0.09
H  -1.752  -2.244  -2.715  0.09
C  -0.285  -0.660  3.991  -0.21
S  -1.487  -0.382  2.700  0.95
C  -1.753  1.386  2.904  -0.22
O  -0.639  -0.500  1.454  -0.68
H  -0.763  -1.319  4.717  0.06
H  -0.027  0.291  4.456  0.06
H  0.589  -1.136  3.549  0.07
H  -1.802  1.580  3.986  0.07
H  -0.929  1.937  2.425  0.08
H  -2.718  1.629  2.434  0.05

***

No. 6
This record from the OMol25 dataset describes a 2-piece molecular cluster, C3H3BrO2 overall at a distorted geometry. The level of theory is wB97M-V/def2-TZVPD.

Calculated values
Orbital gap (eV): 11.0
DFT total energy (eV): -77295.66088
ΔE to the lowest compared entry with this formula, charge and spin (kJ/mol): 58.19
Max |F| (eV/Å): 3.5

Last column: Löwdin charge in e.
Geometry (Å):
C  -0.212  0.662  1.308  -0.64
C  0.251  -0.251  0.181  -0.38
C  0.593  -1.749  -2.578  0.05
O  -0.009  -0.806  -2.860  0.00
O  0.629  -1.377  0.278  0.05
Br  -0.706  2.318  0.642  0.71
H  -1.160  0.076  1.679  0.12
H  0.359  0.949  2.178  0.05
H  0.255  0.178  -0.828  0.06

***

No. 7
This record from the OMol25 dataset describes C3H3NO2 in the gas phase at a distorted geometry. The level of theory is wB97M-V/def2-TZVPD.

Calculated values
Orbital gap (alpha / beta) (eV): 8.3 / 7.8
DFT total energy (eV): -8740.17989
ΔE to the lowest compared entry with this formula, charge and spin (kJ/mol): 477.72
Max |F| (eV/Å): 2.6

Last column: Löwdin charge in e.
Geometry (Å):
O  0.052  -1.626  0.194  0.07
C  0.126  -0.317  -0.075  -0.26
C  1.039  0.478  0.749  -0.23
O  1.011  1.692  0.778  0.05
C  -0.919  0.422  -0.798  -0.28
N  -1.184  1.364  -1.512  0.22
H  -0.243  -2.109  -0.594  0.13
H  -1.711  -0.001  -0.109  0.16
H  1.808  -0.119  1.275  0.13

***

No. 8
This record from the OMol25 dataset describes a 2-piece molecular cluster, C3H4N5OS2 overall at a distorted geometry. The level of theory is wB97M-V/def2-TZVPD.

Calculated values
Orbital gap (eV): 7.2
DFT total energy (eV): -34344.21224
Charge: -1
Max |F| (eV/Å): 4.5

Last column: Löwdin charge in e.
Geometry (Å):
C  1.477  -0.790  1.569  -0.93
C  -1.437  1.351  -1.426  -0.64
C  -1.287  0.199  -2.291  -0.59
N  2.318  -1.749  1.385  -0.07
N  1.536  -2.763  1.061  -0.14
N  0.303  -2.356  0.911  -0.15
N  0.195  -1.066  1.190  -0.08
N  -0.787  1.315  -0.222  0.19
O  -2.118  2.287  -1.879  -0.04
S  2.018  0.846  1.976  0.68
S  -2.005  0.181  -3.723  0.73
H  -0.804  -0.834  -1.930  0.11
H  -0.324  0.496  0.066  0.00
H  -0.560  2.218  0.123  0.09
H  1.474  0.667  3.192  -0.16